A 15-piece molecular cluster, C31H85N7O38S8 overall at a distorted geometry. Source: OMol25; level of theory: ωB97M-V with the def2-TZVPD basis set.

Computed properties:
electronic energy	-208417.084	eV
2S+1	2
net charge	-1
LUMO energy (alpha / beta)	1.138 / 1.155	eV

Geometry as XYZ:
```
169
Properties=species:S:1:pos:R:3:mulliken_spin:R:1
C 2.6984 0.2545 -2.7077 0.001
N 3.6428 0.8298 -1.6609 0.000
O 3.3468 0.7225 -0.4770 0.000
O 4.7939 1.1989 -2.0095 0.000
H 1.7206 0.6952 -2.5132 0.000
H 2.8195 -0.8252 -2.6204 0.000
H 3.0911 0.6739 -3.6339 0.000
C 0.7694 -1.6807 6.9370 0.000
N -0.1345 -2.1539 5.8599 0.000
O -0.6223 -1.3941 5.0475 0.000
O -0.2497 -3.3350 5.7187 0.000
H 1.7424 -1.3945 6.5377 0.000
H 1.0482 -2.3521 7.7491 0.000
H 0.3569 -0.7599 7.3495 0.000
C -4.2160 -1.7945 2.1922 -0.001
N -4.2143 -0.3153 1.9847 0.000
O -5.2703 0.3071 2.0218 0.002
O -3.0784 0.1644 1.6272 -0.001
H -4.1953 -2.1329 1.1563 0.005
H -5.1598 -2.1217 2.6284 0.000
H -3.2940 -2.0619 2.7086 -0.002
C 0.5479 4.1088 -0.5710 0.000
N -0.2889 4.9574 0.3473 0.000
O 0.1280 5.9792 0.8352 0.000
O -1.4115 4.5586 0.5526 0.000
H 0.2025 3.0762 -0.5206 0.000
H 1.6125 4.1661 -0.3440 0.000
H 0.5457 4.5384 -1.5727 0.000
C -1.3971 -1.9805 -4.8498 0.023
N -1.1665 -2.1597 -6.3089 0.006
O -0.3913 -1.4334 -6.8877 0.000
O -1.7438 -3.1025 -6.8925 -0.001
H -1.0869 -2.8662 -4.2953 -0.006
H -2.4748 -1.8223 -4.8902 0.002
H -0.9339 -1.0303 -4.5842 -0.004
C -4.9776 -4.7816 -2.4020 0.042
N -3.7699 -4.1478 -2.9575 0.472
O -2.6595 -4.6631 -2.8586 0.251
O -3.9810 -3.1871 -3.7323 0.215
H -5.7677 -4.1423 -2.7958 -0.023
H -4.7952 -4.7611 -1.3275 0.025
H -5.0599 -5.8308 -2.6856 -0.013
C 1.9942 -4.2319 -0.3420 -0.001
N 3.1941 -5.0347 0.0286 0.000
O 3.5345 -4.9818 1.2199 0.000
O 3.7992 -5.5640 -0.8267 0.000
H 1.6122 -4.5302 -1.3183 0.001
H 2.3782 -3.2184 -0.2267 0.000
H 1.2615 -4.4011 0.4472 0.001
O 3.1327 -3.3066 5.8188 0.000
S 4.3510 -4.0019 5.3778 0.000
O 5.5037 -3.9359 6.2617 0.000
O 4.0111 -5.5595 4.9759 0.000
C 2.6605 -5.9184 4.6634 0.000
C 2.5830 -7.4094 4.2541 0.000
C 4.8715 -3.4625 3.6744 0.000
H 2.2514 -5.3065 3.8594 0.000
H 1.9968 -5.7288 5.5069 0.000
H 1.7216 -7.6652 3.6372 0.000
H 2.4717 -7.9949 5.1668 0.000
H 3.5726 -7.7367 3.9351 0.000
H 5.1657 -2.4162 3.7574 0.000
H 4.0278 -3.5356 2.9880 0.000
H 5.6920 -4.1261 3.4017 0.000
O -5.1954 -1.6138 -1.0387 -0.006
S -6.2939 -0.9469 -1.6823 0.025
O -6.2965 0.5078 -1.9719 -0.003
O -6.5304 -1.7900 -3.1358 0.004
C -6.8304 -1.0804 -4.2900 0.002
C -6.7526 -2.1886 -5.4320 0.005
C -7.8580 -1.4619 -0.8498 -0.002
H -6.0970 -0.3028 -4.5037 -0.001
H -7.7943 -0.5773 -4.3670 0.000
H -5.8394 -2.7743 -5.5372 0.001
H -6.8568 -1.6845 -6.3928 0.001
H -7.5500 -2.9311 -5.3993 -0.002
H -7.8928 -1.0036 0.1386 0.001
H -7.9363 -2.5439 -0.7446 0.000
H -8.6770 -1.2066 -1.5223 0.000
O 4.2888 0.0405 3.6635 0.000
S 3.4995 1.1265 4.2098 0.000
O 2.3206 0.8894 5.0357 0.000
O 4.6146 1.9742 5.1120 0.000
C 4.2311 3.1667 5.6718 0.000
C 5.0929 4.1776 4.8849 0.000
C 3.1571 2.4119 2.8952 -0.001
H 4.6137 3.0879 6.6895 0.000
H 3.1804 3.4380 5.5698 0.000
H 4.6348 4.5107 3.9535 0.000
H 6.0377 3.6929 4.6389 0.000
H 5.2830 5.0271 5.5409 0.000
H 2.6667 3.2763 3.3429 0.000
H 2.5250 2.0598 2.0799 0.000
H 4.1672 2.6821 2.5874 0.000
O -0.1982 5.6988 -7.2474 0.000
S 0.0773 4.3512 -7.7345 0.000
O 1.1160 4.1800 -8.7463 0.000
O 0.3918 3.4164 -6.4507 0.000
C -0.3247 3.6068 -5.2186 0.000
C 0.4413 2.9219 -4.0969 0.000
C -1.5844 3.6762 -8.3413 0.000
H -1.3167 3.2296 -5.4671 0.000
H -0.4046 4.6247 -4.8370 0.000
H 1.3821 3.3668 -3.7728 0.000
H 0.8564 1.9865 -4.4723 0.000
H -0.1721 2.5977 -3.2561 0.000
H -2.3618 3.8275 -7.5924 0.000
H -1.3723 2.6176 -8.4913 0.000
H -1.7149 4.1796 -9.2992 0.000
O -0.1104 1.8735 2.9957 0.000
S -0.4308 2.6217 4.2182 0.000
O 0.4260 3.6807 4.6445 0.000
O -1.9420 3.2843 4.0650 0.000
C -2.9508 2.6472 3.2722 0.000
C -4.3269 3.2598 3.7174 0.000
C -0.8666 1.5921 5.7457 0.000
H -2.8380 1.5863 3.4956 0.000
H -2.8073 2.7210 2.1942 0.000
H -4.3085 3.0979 4.7952 0.000
H -5.0775 2.5889 3.2994 0.000
H -4.4202 4.2832 3.3540 0.000
H -1.4926 0.7807 5.3745 0.000
H -1.3988 2.2118 6.4674 0.000
H 0.0633 1.2174 6.1735 0.000
O -1.7689 5.5403 -2.5857 0.000
S -3.1448 5.3120 -3.1605 0.000
O -3.4123 4.8340 -4.5379 0.000
O -3.7463 4.2054 -2.1400 0.000
C -2.9616 3.0540 -1.7745 -0.001
C -3.0022 2.1073 -2.8594 -0.001
C -4.2345 6.7099 -2.7307 0.000
H -3.3540 2.6122 -0.8587 0.001
H -1.9508 3.4183 -1.5905 0.000
H -2.6348 2.6167 -3.7503 -0.002
H -4.0210 1.7385 -2.9780 0.001
H -2.3867 1.2251 -2.6832 0.005
H -3.7670 7.5343 -3.2691 0.000
H -4.1639 6.7489 -1.6437 0.000
H -5.2019 6.3723 -3.1026 0.000
O 4.6207 -2.2737 -1.5768 0.000
S 5.8103 -2.2885 -0.7172 0.000
O 6.5240 -3.5424 -0.4043 0.000
O 6.8848 -1.1845 -1.4228 0.000
C 8.2159 -1.0700 -0.9437 0.000
C 8.3854 0.1688 -0.0676 0.000
C 5.3946 -1.3263 0.8197 -0.001
H 8.9120 -1.1517 -1.7786 0.000
H 8.4047 -1.8766 -0.2353 0.000
H 8.2550 1.1137 -0.5951 0.000
H 9.4415 0.1974 0.2005 0.000
H 7.8039 0.0515 0.8469 0.000
H 5.5281 -0.2489 0.7226 0.000
H 6.0851 -1.6113 1.6135 0.000
H 4.3224 -1.4588 0.9640 0.001
O -0.2953 0.4695 -1.5440 -0.013
S -0.1949 -0.9918 -1.4267 0.154
O 0.4775 -1.7298 -2.5205 -0.017
O 0.4825 -1.5086 -0.0014 -0.013
C 0.2932 -0.6795 1.1444 -0.004
C 1.3786 -1.1625 2.1721 -0.001
C -1.8843 -1.7621 -1.2202 -0.171
H -0.7254 -0.7622 1.5236 0.001
H 0.5281 0.3662 0.9457 0.000
H 1.0403 -0.9700 3.1903 0.000
H 2.2212 -0.4886 2.0177 0.000
H 1.6646 -2.2132 2.2191 0.001
H -2.4384 -1.1617 -0.4987 0.007
H -1.7253 -2.8043 -0.9435 0.016
H -2.4192 -1.7559 -2.1699 0.016
```